1.
Molecular formula: C22H24N11O2S3Tl
Method: DFT, the ωB97M-V functional and the def2-TZVPD basis

Summary:
Multiplicity ... 1
HOMO level ... -12.71 eV
Net charge ... +2
Kohn-Sham gap ... 7.3 eV
Electronic energy ... -80873.212 eV

Atoms and positions in Å:
Tl: -1.733 -1.464 -0.025
C: -0.893 -5.494 -2.700
N: -0.542 -5.183 -1.343
C: -0.714 -5.990 -0.249
C: -0.264 -5.329 0.835
N: 0.184 -4.088 0.414
C: -0.009 -4.007 -0.948
S: 0.319 -2.726 -1.966
C: 0.908 -3.170 1.182
C: 1.723 -3.615 2.220
C: 2.480 -2.685 2.905
C: 2.428 -1.356 2.505
C: 1.588 -1.011 1.462
N: 0.811 -1.887 0.835
H: -0.997 -6.571 -2.807
H: -0.113 -5.132 -3.370
H: -1.834 -5.009 -2.970
H: -1.155 -6.961 -0.324
H: -0.270 -5.620 1.864
H: 1.776 -4.662 2.459
H: 3.121 -2.994 3.716
H: 3.031 -0.607 2.986
H: 1.514 0.012 1.110
C: -1.205 -0.384 -5.406
C: -1.981 0.635 -4.683
N: -2.903 1.399 -5.179
N: -3.328 2.191 -4.196
C: -2.674 1.931 -3.044
S: -2.830 2.827 -1.563
N: -1.820 0.921 -3.337
N: -1.056 0.206 -2.442
H: -1.435 -0.301 -6.465
H: -1.467 -1.385 -5.063
H: -0.134 -0.239 -5.266
H: -4.059 2.871 -4.366
H: -0.575 0.819 -1.786
H: -0.413 -0.423 -2.920
N: 3.706 5.845 1.109
C: 2.624 5.057 1.013
C: 2.618 3.927 0.170
C: 1.504 3.124 0.065
C: 0.369 3.457 0.794
C: 0.351 4.548 1.654
C: 1.466 5.339 1.767
S: -1.152 2.577 0.685
O: -2.304 3.291 1.101
O: -1.284 2.646 -1.025
N: -1.222 0.968 0.719
C: -1.029 0.688 2.016
N: -0.720 1.785 2.723
C: -0.479 1.645 4.018
C: -0.535 0.393 4.614
C: -0.866 -0.680 3.795
N: -1.124 -0.547 2.501
H: 4.505 5.702 0.517
H: 3.679 6.675 1.675
H: 3.499 3.710 -0.414
H: 1.507 2.266 -0.588
H: -0.554 4.753 2.204
H: 1.452 6.200 2.418
H: -0.227 2.545 4.559
H: -0.334 0.259 5.663
H: -0.935 -1.690 4.178

Mulliken atomic charge list, values in e, 4 entries: 0.83, -0.86, 0.14, -0.52

=====

2.
Molecular formula: C12H19BiNO12P2
Method: DFT, the ωB97M-V functional and the def2-TZVPD basis

Summary:
Multiplicity ... 1
HOMO level ... -4.03 eV
Net charge ... -1
Kohn-Sham gap ... 4.7 eV
Electronic energy ... -63227.634 eV

Atoms and positions in Å:
Bi: 0.118 -0.208 -0.356
C: 0.322 3.674 2.452
C: -0.879 3.653 1.774
C: -0.933 3.740 0.380
C: 0.296 3.890 -0.307
C: 1.491 3.907 0.381
C: 1.507 3.771 1.764
H: 0.311 3.530 3.524
H: -1.802 3.556 2.325
H: -2.226 3.700 -0.118
H: 0.306 3.925 -1.388
H: 2.456 3.917 -0.104
H: 2.470 3.640 2.237
O: -2.759 -2.672 -2.763
C: -1.949 -1.716 -2.300
O: -1.713 -1.604 -1.114
C: -1.593 -0.589 -3.249
O: -0.511 0.100 -2.757
C: -1.972 2.470 -0.972
C: -2.558 1.816 0.554
O: -3.496 2.507 0.949
O: -1.990 0.846 1.014
H: -2.888 -3.344 -2.079
H: -2.539 -0.110 -3.555
H: -1.198 -1.070 -4.168
H: -2.931 2.634 -1.509
H: -1.536 3.474 -1.254
N: 4.575 -0.977 -2.939
C: 3.245 -0.639 -2.327
C: 2.591 0.491 -3.117
P: 3.642 -0.260 -0.525
O: 4.844 -1.404 -0.382
O: 4.361 1.047 -0.488
O: 2.534 -0.718 0.365
P: 2.080 -2.126 -2.474
O: 3.284 -3.255 -2.291
O: 1.607 -2.224 -3.875
O: 1.215 -2.225 -1.254
H: 5.216 -0.192 -2.817
H: 4.445 -1.286 -3.903
H: 4.929 -1.772 -2.388
H: 3.174 1.415 -3.145
H: 1.587 0.696 -2.758
H: 2.499 0.115 -4.141
H: 5.000 -1.534 0.559
H: 2.861 -4.095 -2.079
O: -0.232 -1.369 1.132

Mulliken atomic charge list, values in e, 4 entries: 1.45, -0.50, -0.44, 0.54

=====

3.
Molecular formula: C6H5NO3
Method: DFT, the ωB97M-V functional and the def2-TZVPD basis

Summary:
Multiplicity ... 1
HOMO level ... -8.95 eV
Net charge ... 0
Kohn-Sham gap ... 8.5 eV
Structure (SMILES) ... O=C(O)c1ccc(=O)[nH]c1
Electronic energy ... -13934.263 eV

Atoms and positions in Å:
O: -2.975 1.075 0.476
C: -2.142 0.188 0.179
O: -2.762 -1.030 -0.019
C: -0.616 0.078 0.016
C: 0.136 1.296 -0.215
C: 1.556 1.304 -0.136
C: 2.174 0.079 0.081
O: 3.359 -0.081 0.455
N: 1.427 -1.160 0.084
C: 0.008 -1.178 -0.048
H: -3.729 -1.129 0.015
H: -0.408 2.231 -0.439
H: 2.217 2.276 -0.215
H: 2.201 -1.922 0.236
H: -0.446 -2.028 -0.470

Mulliken atomic charge list, values in e, 4 entries: -0.61, 0.48, -0.49, 0.23

=====

4.
Molecular formula: C2H6INO2S
Method: DFT, the ωB97M-V functional and the def2-TZVPD basis

Summary:
Multiplicity ... 1
HOMO level ... -9.54 eV
Net charge ... 0
Kohn-Sham gap ... 8.4 eV
Electronic energy ... -26688.176 eV

Atoms and positions in Å:
C: 0.640 1.198 -0.301
C: 0.366 0.118 0.805
N: -1.785 -1.520 0.731
O: -0.403 -0.951 -1.468
O: 1.706 0.948 -1.214
S: -0.555 -1.138 -0.039
I: -3.126 0.312 0.370
H: -0.385 1.286 -0.732
H: 0.956 2.081 0.280
H: -0.213 0.381 1.772
H: 1.148 -0.475 1.253
H: 1.674 0.122 -1.732
H: -0.024 -2.362 0.276

Mulliken atomic charge list, values in e, 4 entries: -0.19, -0.65, -0.56, -0.58

=====

5.
Molecular formula: C48H39BCrF4N7O5S2
Method: DFT, the ωB97M-V functional and the def2-TZVPD basis

Summary:
Multiplicity ... 5
HOMO level (alpha / beta) ... -4.85 / -5.08 eV
Net charge ... -1
Kohn-Sham gap (alpha / beta) ... 6.8 / 4.9 eV
Electronic energy ... -132718.711 eV

Atoms and positions in Å:
Cr: -0.581 -0.432 0.077
C: 2.008 7.019 3.681
C: 1.225 5.760 3.425
C: 1.860 4.618 2.941
C: 1.148 3.462 2.680
C: -0.222 3.438 2.911
C: -0.875 4.559 3.392
C: -0.145 5.714 3.645
S: -1.099 1.922 2.645
O: -0.512 0.932 3.514
O: -2.502 2.225 2.789
N: -0.713 1.493 1.152
C: -1.494 1.991 0.121
C: -2.119 3.235 -0.027
C: -2.794 3.478 -1.199
C: -2.859 2.511 -2.211
C: -2.229 1.309 -1.991
N: -1.576 1.081 -0.850
H: 3.037 6.793 3.956
H: 1.562 7.605 4.484
H: 2.037 7.649 2.789
H: 2.931 4.632 2.778
H: 1.646 2.578 2.310
H: -1.940 4.516 3.573
H: -0.651 6.591 4.032
H: -2.066 3.977 0.758
H: -3.284 4.433 -1.337
H: -3.391 2.685 -3.134
H: -2.244 0.493 -2.702
C: -1.144 -2.070 4.060
S: -2.465 -1.230 3.219
C: -3.616 -2.572 3.127
O: -1.978 -1.051 1.818
H: -1.497 -2.406 5.034
H: -0.341 -1.349 4.173
H: -0.834 -2.907 3.434
H: -3.936 -2.844 4.131
H: -3.133 -3.406 2.620
H: -4.467 -2.222 2.548
C: -5.161 -2.196 -2.477
C: -4.145 -2.501 -3.375
C: -2.811 -2.388 -3.022
C: -2.427 -1.973 -1.730
C: -3.466 -1.688 -0.829
C: -4.795 -1.786 -1.202
N: -1.112 -1.784 -1.340
C: -0.139 -2.289 -2.246
C: 0.444 -1.469 -3.210
C: 1.433 -1.947 -4.058
C: 1.849 -3.268 -3.964
C: 1.263 -4.098 -3.017
C: 0.279 -3.614 -2.169
H: -6.201 -2.277 -2.761
H: -4.389 -2.826 -4.379
H: -2.057 -2.631 -3.758
H: -3.208 -1.374 0.178
H: -5.560 -1.542 -0.474
H: 0.125 -0.435 -3.280
H: 1.890 -1.279 -4.777
H: 2.628 -3.642 -4.615
H: 1.591 -5.126 -2.924
H: -0.161 -4.249 -1.410
C: 6.134 -1.676 -4.584
C: 6.446 -0.425 -3.751
C: 7.179 0.578 -4.640
C: 7.376 -0.811 -2.595
C: 5.134 0.139 -3.199
C: 4.636 1.387 -3.574
C: 3.415 1.884 -3.100
C: 2.713 1.082 -2.236
O: 1.492 1.293 -1.649
B: 1.201 0.117 -0.928
O: 2.303 -0.758 -1.025
C: 3.198 -0.154 -1.857
C: 4.390 -0.654 -2.312
H: 7.053 -2.098 -4.995
H: 5.466 -1.430 -5.412
H: 5.647 -2.443 -3.982
H: 8.118 0.139 -4.983
H: 7.418 1.496 -4.101
H: 6.595 0.842 -5.522
H: 8.306 -1.228 -2.986
H: 6.925 -1.556 -1.942
H: 7.621 0.061 -1.987
H: 5.200 2.005 -4.255
H: 3.042 2.852 -3.403
H: 4.713 -1.637 -1.997
F: 2.374 0.374 2.737
C: 3.593 -0.090 3.066
C: 4.442 0.748 3.723
F: 4.007 1.988 3.998
C: 5.757 0.371 4.112
C: 6.093 -0.963 3.744
C: 5.241 -1.796 3.082
F: 5.681 -3.033 2.791
C: 3.928 -1.417 2.699
C: 3.044 -2.252 1.992
C: 1.750 -1.850 1.607
N: 0.710 -1.563 1.190
C: 3.394 -3.539 1.483
N: 3.617 -4.577 1.037
F: 7.310 -1.440 4.057
C: 6.635 1.231 4.792
C: 7.956 0.860 5.183
N: 9.033 0.630 5.519
C: 6.296 2.567 5.161
N: 6.091 3.653 5.483

Mulliken atomic charge list, values in e, 4 entries: -0.05, -1.54, 0.89, -0.93

=====

6.
Molecular formula: C35H54Cl2HfN4O2P2SSi
Method: DFT, the ωB97M-V functional and the def2-TZVPD basis

Summary:
Multiplicity ... 1
HOMO level ... -13.15 eV
Net charge ... +2
Kohn-Sham gap ... 7.2 eV
Electronic energy ... -110864.587 eV

Atoms and positions in Å:
Hf: -0.155 -0.975 0.611
C: 1.633 -1.589 4.093
C: 0.366 -0.786 3.988
C: -0.151 -0.114 5.062
C: -1.372 0.559 4.933
C: -2.057 0.558 3.742
C: -1.484 -0.102 2.650
N: -0.295 -0.777 2.798
N: -1.956 -0.174 1.363
Si: -3.657 0.141 0.955
C: -4.100 1.938 1.133
C: -4.733 -0.863 2.108
C: -3.825 -0.434 -0.826
H: 1.519 -2.368 4.849
H: 2.468 -0.958 4.404
H: 1.882 -2.057 3.147
H: 0.384 -0.123 6.003
H: -1.785 1.083 5.787
H: -3.005 1.071 3.624
H: -3.250 2.611 0.990
H: -4.525 2.133 2.122
H: -4.871 2.198 0.398
H: -5.272 -0.209 2.801
H: -4.150 -1.566 2.715
H: -5.487 -1.434 1.554
H: -4.081 0.395 -1.497
H: -4.627 -1.176 -0.932
H: -2.906 -0.881 -1.203
C: -3.427 -3.743 0.630
P: -1.683 -3.303 0.388
C: -0.983 -4.292 1.780
C: -1.187 -4.162 -1.146
C: -2.120 -4.804 -1.958
C: -1.721 -5.411 -3.142
C: -0.391 -5.365 -3.534
C: 0.541 -4.706 -2.744
C: 0.153 -4.096 -1.555
P: 1.313 -3.255 -0.435
C: 2.046 -4.677 0.459
C: 2.687 -2.744 -1.516
H: -4.090 -3.255 -0.082
H: -3.719 -3.442 1.634
H: -3.520 -4.825 0.548
H: -1.098 -5.358 1.581
H: -1.557 -4.041 2.674
H: 0.061 -4.070 1.979
H: -3.165 -4.842 -1.678
H: -2.452 -5.916 -3.760
H: -0.078 -5.840 -4.457
H: 1.575 -4.662 -3.069
H: 2.766 -5.167 -0.197
H: 1.272 -5.393 0.726
H: 2.560 -4.348 1.366
H: 3.237 -3.615 -1.865
H: 3.368 -2.120 -0.935
H: 2.303 -2.186 -2.364
Cl: 5.932 3.047 2.651
C: 4.722 1.921 2.164
C: 5.006 0.549 2.193
C: 4.067 -0.373 1.796
Cl: 4.456 -2.058 1.832
C: 2.791 0.023 1.354
O: 1.908 -0.862 0.960
C: 2.526 1.405 1.353
C: 1.244 1.881 0.961
O: 0.301 1.188 0.556
C: 3.493 2.344 1.756
H: 5.975 0.210 2.539
H: 1.073 2.961 1.024
H: 3.256 3.404 1.735
C: -2.141 5.206 -1.632
C: -1.433 4.057 -0.910
C: -1.930 2.680 -1.351
C: -1.348 2.210 -2.676
N: 0.120 2.099 -2.622
C: 0.826 1.030 -2.316
S: 0.088 -0.509 -1.985
N: 2.150 1.100 -2.342
C: 2.909 2.252 -2.843
C: 3.098 3.360 -1.807
C: 3.403 4.703 -2.466
C: 2.153 5.354 -3.060
H: -1.633 6.157 -1.457
H: -3.169 5.309 -1.276
H: -2.179 5.046 -2.714
H: -1.590 4.158 0.167
H: -0.348 4.132 -1.065
H: -3.020 2.704 -1.462
H: -1.696 1.931 -0.590
H: -1.577 2.907 -3.480
H: -1.750 1.238 -2.943
H: 0.633 2.951 -2.797
H: 2.642 0.256 -2.105
H: 2.401 2.635 -3.732
H: 3.873 1.876 -3.177
H: 3.900 3.072 -1.125
H: 2.183 3.456 -1.206
H: 4.163 4.569 -3.243
H: 3.838 5.370 -1.720
H: 1.722 4.758 -3.875
H: 2.381 6.335 -3.477
H: 1.386 5.495 -2.290

Mulliken atomic charge list, values in e, 4 entries: -1.49, -1.02, 0.61, -1.01

=====

7.
Molecular formula: C28H41Cl8F15O10
Method: DFT, the ωB97M-V functional and the def2-TZVPD basis

Summary:
Multiplicity ... 1
HOMO level ... -10.74 eV
Net charge ... 0
Kohn-Sham gap ... 11.0 eV
Structure (SMILES) ... CCOC(=O)C(F)(F)F.CCOC(=O)C(F)(F)F.CCOC(=O)C(F)(F)F.CCOC(=O)C(F)(F)F.CCOC(=O)C(F)(F)F.ClCCCl.ClCCCl.ClCCCl.ClCCCl
Electronic energy ... -191118.986 eV

Atoms and positions in Å:
C: -3.463 2.360 -6.461
C: -4.133 1.375 -5.533
O: -3.039 0.723 -4.822
C: -3.289 0.138 -3.697
O: -4.336 -0.087 -3.192
C: -1.913 -0.235 -3.003
F: -0.925 -0.227 -3.903
F: -1.684 0.637 -2.061
F: -1.989 -1.480 -2.516
H: -2.904 1.777 -7.208
H: -2.822 3.158 -6.023
H: -4.203 2.873 -7.121
H: -4.748 0.671 -6.117
H: -4.755 1.963 -4.854
C: 2.790 3.843 3.207
C: 2.040 4.704 2.246
O: 0.653 4.294 2.065
C: 0.127 4.458 0.861
O: 0.486 5.111 -0.049
C: -1.247 3.621 0.896
F: -0.997 2.288 0.875
F: -1.962 3.925 1.966
F: -1.922 3.903 -0.202
H: 2.280 3.712 4.195
H: 3.741 4.335 3.398
H: 2.993 2.845 2.762
H: 2.559 4.700 1.288
H: 2.010 5.718 2.522
C: -3.963 1.745 4.012
C: -3.060 0.768 3.298
O: -3.383 -0.560 3.822
C: -2.997 -0.827 5.058
O: -2.348 -0.034 5.761
C: -3.531 -2.176 5.664
F: -2.691 -2.690 6.582
F: -4.712 -1.956 6.262
F: -3.723 -3.137 4.762
H: -3.944 2.758 3.508
H: -3.573 1.757 5.023
H: -4.991 1.425 3.948
H: -1.989 0.893 3.422
H: -3.166 0.685 2.224
C: -0.259 -1.032 0.800
C: 1.025 -1.389 0.133
O: 1.393 -0.496 -1.035
C: 1.722 0.715 -0.710
O: 1.962 1.173 0.425
C: 1.967 1.731 -1.877
F: 2.222 1.099 -3.007
F: 0.889 2.438 -2.101
F: 3.016 2.487 -1.663
H: -0.608 -1.936 1.298
H: -0.887 -0.706 0.024
H: -0.206 -0.119 1.380
H: 0.914 -2.409 -0.266
H: 1.899 -1.411 0.686
C: 1.076 -3.431 -2.688
C: 0.660 -4.167 -3.959
O: -0.785 -3.967 -3.971
C: -1.355 -4.475 -5.025
O: -0.890 -5.218 -5.804
C: -2.759 -3.926 -5.110
F: -3.423 -4.378 -4.064
F: -2.790 -2.570 -5.090
F: -3.355 -4.318 -6.208
H: 0.638 -3.873 -1.795
H: 0.889 -2.359 -2.733
H: 2.188 -3.460 -2.457
H: 0.865 -5.220 -3.917
H: 1.046 -3.777 -4.895
Cl: 5.741 1.739 0.717
C: 5.146 0.313 1.667
C: 5.634 -1.005 1.232
Cl: 4.780 -1.486 -0.232
H: 4.056 0.385 1.622
H: 5.365 0.561 2.666
H: 5.610 -1.815 2.005
H: 6.674 -0.960 0.897
Cl: 2.320 -1.077 7.960
C: 1.476 -1.524 6.419
C: 1.286 -0.205 5.657
Cl: 1.239 -0.475 3.901
H: 0.507 -1.911 6.780
H: 2.122 -2.270 5.974
H: 2.112 0.449 5.823
H: 0.352 0.297 6.015
Cl: -2.284 -4.153 0.921
C: -3.711 -3.036 1.105
C: -4.902 -3.821 1.460
Cl: -5.433 -4.763 0.085
H: -3.795 -2.592 0.122
H: -3.453 -2.195 1.735
H: -5.692 -3.187 1.756
H: -4.717 -4.469 2.350
Cl: 4.852 2.299 -4.904
C: 6.517 2.664 -4.243
C: 6.377 2.956 -2.750
Cl: 7.954 3.248 -1.911
H: 6.781 3.542 -4.801
H: 7.100 1.763 -4.467
H: 5.992 2.139 -2.202
H: 5.663 3.832 -2.598

Mulliken atomic charge list, values in e, 4 entries: -1.18, -0.19, -0.17, 0.05